Entry from the OMol25 dataset: C3HBrOS2 as an isolated structure in a non-equilibrium geometry (ωB97M-V with the def2-TZVPD basis set).

Structure (XYZ):
```
8
C3HBrOS2 ωB97M-V with the def2-TZVPD basis set
C 2.010 0.368 0.159
C -1.397 0.980 0.045
C -0.056 -1.253 0.068
O 0.455 -2.261 0.376
S 0.893 0.122 -0.942
S -1.709 -0.683 0.184
Br -3.142 1.784 0.057
H 2.947 0.944 0.052
```

- relative energy (zero: lowest compared OMol25 entry of this formula, charge and spin) (kJ/mol) = 593.2
- electronic energy (Ha) = -3560.3169
- LUMO energy (alpha / beta) (eV) = -1.649 / -1.649
- HOMO level (alpha / beta) (eV) = -8.084 / -8.085
- net charge = 0
- Kohn-Sham gap (alpha / beta) (eV) = 6.435 / 6.436